C31H24BN8O2RhS3 | wB97M-V/def2-TZVPD

The geometry in XYZ format:
```
70
Properties=species:S:1:pos:R:3:forces:R:3:mulliken_charge:R:1
C -2.816 1.172 0.564 1.49 -0.33 -0.27 0.158
C 5.019 2.416 2.508 -0.33 -0.13 -0.23 -1.069
C -2.558 -4.762 -4.157 -0.03 0.50 -0.95 -0.622
C -1.426 -2.374 -3.307 -0.62 -1.61 0.41 0.975
C 0.321 3.672 0.368 0.03 0.43 -0.16 0.354
N 2.533 -1.536 -2.340 0.18 0.12 0.17 -0.318
C 6.141 1.833 3.077 0.10 -0.09 0.07 -0.623
C 4.331 0.173 1.868 0.62 1.09 0.43 0.546
H -7.791 2.358 1.678 -0.12 0.02 0.00 0.421
N 1.923 0.658 -1.756 -1.04 -0.13 2.28 0.856
O 3.269 -0.412 1.217 -0.64 -0.78 -0.37 -0.418
H -0.682 -3.981 3.801 -0.02 -0.09 0.03 0.487
N -1.698 0.949 0.385 -0.11 0.13 0.62 -0.207
C 5.444 -0.406 2.442 -0.37 -0.02 -0.23 -1.218
C -0.398 -2.209 0.905 0.85 0.12 3.39 0.573
C -0.694 -2.217 -0.475 0.14 2.33 -5.15 0.392
H -1.616 -1.723 -5.340 0.02 0.10 -0.11 0.442
C 0.452 -1.000 2.710 0.27 0.15 0.26 -0.130
H -3.930 3.540 0.273 0.03 0.07 -0.01 0.500
O 2.928 1.834 1.290 -0.23 0.48 -0.12 -0.643
C 6.347 0.457 3.050 0.07 0.11 0.06 -0.516
C -6.775 2.106 1.420 0.13 -0.03 -0.05 -0.386
N -1.328 -3.285 -1.062 0.58 0.17 3.09 0.060
H 2.258 -1.878 -1.431 0.02 -0.05 -0.08 0.098
H -6.273 4.104 0.823 -0.03 0.06 0.00 0.413
C -2.229 -4.616 -2.831 0.55 0.88 0.59 -0.813
C -6.334 0.797 1.561 -0.02 -0.05 0.01 -0.636
H -7.010 0.032 1.911 -0.05 -0.04 0.03 0.415
H 6.868 2.466 3.560 0.07 0.03 0.04 0.418
C -1.785 -2.532 -4.646 0.35 0.23 0.85 -0.797
H 4.856 3.480 2.533 -0.04 0.14 0.00 0.530
H -2.984 -5.691 -4.498 -0.08 -0.08 -0.05 0.411
H -1.565 -4.069 -0.468 0.07 0.21 -0.19 -0.011
H -1.174 -4.174 1.413 -0.03 -0.07 -0.02 0.501
C 0.143 -1.996 3.608 -0.45 -0.79 -0.33 -1.042
S 0.800 5.194 -0.319 -0.08 -0.55 0.08 -0.188
Rh 0.497 0.576 0.206 2.03 2.13 -3.24 0.540
H 5.597 -1.472 2.422 0.05 -0.14 -0.01 0.534
S -0.732 -0.874 -2.760 -0.11 1.11 -1.32 -0.330
C -5.028 0.467 1.257 0.17 0.13 -0.04 -0.465
S 3.415 0.538 -3.838 -0.46 -0.19 0.59 -0.139
C -2.344 -3.717 -5.067 -0.31 -0.94 0.31 -0.725
N -0.445 3.614 1.468 -0.14 -0.22 0.19 -0.349
H 3.132 2.968 -3.832 0.08 0.27 -0.10 0.467
H -2.403 -5.414 -2.126 -0.03 -0.16 0.09 0.430
H 3.214 -2.076 -2.850 -0.07 -0.11 0.10 0.265
C 1.633 4.344 -1.564 -0.18 -0.59 0.21 -0.318
H 2.151 4.876 -2.334 0.17 0.08 -0.17 0.472
C -1.652 -3.420 -2.378 -0.57 0.21 -3.21 0.189
C -4.609 2.785 0.639 0.09 -0.20 0.04 -0.410
H -4.670 -0.546 1.367 0.00 -0.07 0.03 0.489
C -4.156 1.468 0.810 -1.30 0.32 0.17 0.310
C 2.103 1.952 -2.182 0.60 0.55 -0.93 -0.511
N 0.217 -1.080 1.399 -0.80 -2.05 -0.41 0.531
C 2.559 -0.200 -2.503 0.43 -0.59 -0.69 0.060
N -0.335 -1.125 -1.205 -1.04 -3.68 3.36 0.387
C 4.122 1.557 1.907 0.75 -0.80 0.23 0.809
C -0.442 -3.176 3.124 0.48 0.90 0.82 -0.605
N 0.745 2.629 -0.307 -0.36 -0.88 0.48 0.454
C 1.506 3.002 -1.393 0.16 1.02 -0.33 -0.458
H 7.231 0.053 3.519 0.04 -0.05 0.00 0.419
B 2.417 0.616 0.904 -0.65 0.85 0.60 1.530
C -0.712 -3.275 1.789 0.03 0.70 -1.49 -1.139
H -2.623 -3.846 -6.100 -0.02 -0.01 -0.12 0.412
H 0.349 -1.867 4.656 0.08 0.05 0.14 0.500
C -5.918 3.092 0.948 -0.01 0.06 -0.01 -0.630
C 2.871 2.080 -3.298 -0.48 -0.31 0.62 -0.451
H 0.919 -0.088 3.062 0.02 -0.04 -0.06 0.504
H -0.626 4.456 1.986 0.02 -0.06 0.11 0.252
H -0.553 2.726 1.938 0.01 0.23 -0.03 0.059
```
Forces are in eV/Å.

* LUMO level (spin up / spin down): -7.1 / -7.1 eV
* E_tot: -84731.335 eV
* Kohn-Sham gap (spin up / spin down): 4.808 / 4.815 eV
* total charge: +2
* energy relative to the best compared isomer or geometry (same formula, charge and spin): 3.6970 eV